ORCA calculation (the ωB97M-V functional and the def2-TZVPD basis) on a 10-piece molecular cluster, C61H144N8O17 overall.

CARTESIAN COORDINATES (ANGSTROEM)
1 C 30.61405 20.00123 -3.76325
2 O 31.39893 19.17181 -2.90415
3 C 31.56816 17.74796 -3.12610
4 C 32.59142 17.48040 -4.25456
5 N 33.94459 17.86188 -3.89872
6 C 34.83398 17.39403 -4.92774
7 C 34.46238 17.94697 -6.29547
8 O 33.70748 16.98356 -7.02810
9 C 32.98313 17.55564 -8.17647
10 H 30.43451 20.99075 -3.34288
11 H 29.59688 19.60954 -3.75600
12 H 30.99636 19.94034 -4.78219
13 H 30.61106 17.36871 -3.48419
14 H 31.79970 17.15977 -2.23811
15 H 32.22012 17.85628 -5.20795
16 H 32.47190 16.43324 -4.53253
17 H 34.19573 17.33607 -3.07376
18 H 34.93875 16.31004 -4.88220
19 H 35.84328 17.75786 -4.73529
20 H 35.42717 18.03081 -6.79571
21 H 33.99380 18.93044 -6.25894
22 H 32.62008 16.76309 -8.83081
23 H 33.47501 18.25575 -8.85174
24 H 32.11409 18.14250 -7.87904
25 C 35.27236 19.69093 -23.37966
26 O 35.92333 19.89242 -22.09785
27 C 35.20050 19.63569 -20.85073
28 C 34.89180 18.09785 -20.71390
29 N 33.98998 17.95335 -19.55988
30 C 33.96385 16.64117 -18.95526
31 C 32.81440 16.66209 -17.93535
32 O 31.62314 16.87949 -18.70075
33 C 30.36568 16.49960 -18.10926
34 H 34.39647 20.33288 -23.47355
35 H 34.83056 18.69648 -23.31664
36 H 35.97107 19.84444 -24.20207
37 H 34.32009 20.27097 -20.75374
38 H 35.87507 19.82358 -20.01541
39 H 35.81662 17.54021 -20.56606
40 H 34.46408 17.66354 -21.61753
41 H 33.02458 18.05125 -19.84007
42 H 34.93427 16.44434 -18.49959
43 H 33.78275 15.95502 -19.78261
44 H 32.93691 17.35203 -17.10044
45 H 32.87301 15.65974 -17.51112
46 H 30.33053 15.45492 -17.80021
47 H 29.63008 16.64744 -18.89992
48 H 30.10368 17.09397 -17.23393
49 C 33.05820 10.72144 -15.17362
50 O 33.75427 11.94972 -14.89860
51 C 34.46799 12.43560 -16.04796
52 C 35.58459 13.30814 -15.56976
53 N 36.55394 12.60627 -14.63529
54 C 37.39968 13.56395 -14.02574
55 C 38.37787 13.01460 -12.94541
56 O 39.66803 12.65202 -13.48421
57 C 40.59356 12.15466 -12.47545
58 H 32.40286 10.49142 -14.33355
59 H 33.77896 9.90396 -15.19164
60 H 32.49026 10.70025 -16.10374
61 H 33.66168 12.95249 -16.56833
62 H 34.92236 11.64466 -16.64466
63 H 35.23507 14.19450 -15.04034
64 H 36.17781 13.69699 -16.39740
65 H 36.06357 12.15496 -13.87637
66 H 36.75633 14.27561 -13.50830
67 H 37.83052 14.22196 -14.78039
68 H 37.96867 12.08318 -12.55411
69 H 38.43403 13.67615 -12.08095
70 H 41.03900 12.90504 -11.82229
71 H 41.48662 11.70665 -12.91114
72 H 40.23253 11.39535 -11.78176
73 C 24.16786 12.29535 -16.22090
74 O 24.60377 10.98331 -16.08584
75 C 24.36412 10.13055 -17.23172
76 C 24.91703 8.70330 -16.99126
77 N 26.34088 8.54350 -17.13906
78 C 27.02587 9.33866 -16.05693
79 C 28.58216 8.97710 -15.94944
80 O 28.98629 9.12930 -14.61745
81 C 29.27242 10.47299 -14.16430
82 H 24.01761 12.85471 -15.29752
83 H 23.27156 12.35096 -16.83869
84 H 24.99115 12.75776 -16.76538
85 H 24.83600 10.52884 -18.12994
86 H 23.29828 10.09839 -17.45767
87 H 24.44533 7.97915 -17.65549
88 H 24.69293 8.36540 -15.97948
89 H 26.65170 8.97951 -17.99544
90 H 26.41376 9.42601 -15.15928
91 H 26.99324 10.32347 -16.52295
92 H 29.12532 9.63072 -16.63198
93 H 28.74901 7.92554 -16.18285
94 H 29.91695 10.34415 -13.29477
95 H 28.33540 10.97507 -13.92343
96 H 29.66642 11.15617 -14.91671
97 C 37.75236 15.81969 -9.86202
98 O 37.26966 14.73320 -9.03046
99 C 35.98302 14.99217 -8.47309
100 C 35.48967 13.91297 -7.42565
101 N 34.16744 14.19878 -6.83537
102 C 33.00297 13.79834 -7.63143
103 C 31.72991 14.10220 -6.86419
104 O 31.46786 15.46347 -6.86279
105 C 30.13277 15.78321 -6.48738
106 H 38.11522 15.66476 -10.87811
107 H 38.61127 16.17660 -9.29369
108 H 37.14377 16.72389 -9.85046
109 H 35.18303 15.07213 -9.20912
110 H 35.97795 15.93805 -7.93145
111 H 36.20799 13.85401 -6.60795
112 H 35.48196 12.92957 -7.89572
113 H 34.01764 15.19580 -6.77520
114 H 33.07459 12.77019 -7.98622
115 H 32.97250 14.34235 -8.57548
116 H 31.85217 13.61331 -5.89767
117 H 30.96109 13.60867 -7.45869
118 H 29.41265 15.34072 -7.17567
119 H 30.02769 16.86555 -6.56222
120 H 29.92488 15.53149 -5.44742
121 C 33.25279 15.83941 -12.17500
122 C 32.05378 16.03403 -13.13293
123 C 31.93199 14.63402 -13.85368
124 C 31.26677 13.58890 -12.97923
125 C 29.91255 14.03607 -12.52737
126 C 29.95119 15.32474 -11.66663
127 N 30.77170 16.29301 -12.38020
128 O 30.63678 17.53820 -11.76069
129 C 28.43764 15.73781 -11.51918
130 C 30.50258 15.02924 -10.23041
131 C 32.34139 17.09965 -14.20293
132 H 34.17603 15.57368 -12.68989
133 H 33.15276 15.02355 -11.45913
134 H 33.40085 16.72590 -11.55831
135 H 31.50270 14.74513 -14.84940
136 H 32.93806 14.25930 -14.04215
137 H 32.01631 13.42781 -12.20442
138 H 31.15971 12.62947 -13.48532
139 H 29.36012 13.27390 -11.97780
140 H 29.29787 14.20573 -13.41138
141 H 27.84616 15.94586 -12.41079
142 H 27.99364 14.85393 -11.06123
143 H 28.27012 16.53445 -10.79433
144 H 29.73474 14.48711 -9.67848
145 H 31.43305 14.46236 -10.19932
146 H 30.63096 15.95687 -9.67262
147 H 33.23528 16.85058 -14.77478
148 H 32.47326 18.07780 -13.74039
149 H 31.54326 17.28140 -14.92270
150 H 29.91065 17.83906 -12.31189
151 C 35.29667 19.34079 -13.42046
152 C 36.33682 18.97091 -14.50148
153 C 35.52833 18.72850 -15.88729
154 C 36.44576 18.51263 -17.07939
155 C 37.33792 19.68753 -17.26548
156 C 38.08075 20.24792 -15.92333
157 N 37.22657 20.15499 -14.72486
158 O 37.79960 20.65924 -13.55709
159 C 39.35911 19.35821 -15.80202
160 C 38.36083 21.69122 -16.25424
161 C 37.07817 17.63625 -14.15965
162 H 35.84779 19.51750 -12.49681
163 H 34.53278 18.57769 -13.27126
164 H 34.73687 20.23916 -13.68055
165 H 34.87499 17.85858 -15.82020
166 H 34.86333 19.58368 -16.00786
167 H 35.86547 18.41942 -17.99737
168 H 37.01354 17.59405 -16.93132
169 H 36.77172 20.51590 -17.69130
170 H 38.03743 19.29836 -18.00531
171 H 40.13463 19.80076 -16.42717
172 H 39.86211 19.40220 -14.83603
173 H 39.15210 18.32933 -16.09638
174 H 39.12407 22.02572 -15.55161
175 H 38.69591 21.90052 -17.27012
176 H 37.54738 22.41047 -16.15899
177 H 37.67273 17.30890 -15.01255
178 H 36.36456 16.91435 -13.76252
179 H 37.80020 17.82817 -13.36596
180 H 37.43380 21.54351 -13.48047
181 C 24.68731 16.94876 -7.10303
182 C 24.94290 17.24221 -8.60534
183 C 24.22747 18.61605 -8.96209
184 C 24.87825 19.88135 -8.38262
185 C 26.39480 19.88309 -8.79905
186 C 27.16103 18.65484 -8.32612
187 N 26.40236 17.41640 -8.88969
188 O 27.24053 16.26371 -8.65763
189 C 28.50419 18.80760 -9.06481
190 C 27.43588 18.67570 -6.80367
191 C 24.43837 16.01341 -9.47586
192 H 25.51077 16.31802 -6.76810
193 H 23.77092 16.40111 -6.88304
194 H 24.56336 17.81577 -6.45416
195 H 24.31787 18.66660 -10.04716
196 H 23.18943 18.53471 -8.63967
197 H 24.69699 19.91475 -7.30832
198 H 24.41247 20.74841 -8.85098
199 H 26.91007 20.76991 -8.43009
200 H 26.42786 20.05491 -9.87491
201 H 29.23701 18.00571 -8.97512
202 H 28.35454 19.14747 -10.08960
203 H 29.16632 19.54773 -8.61548
204 H 26.52161 18.91758 -6.26173
205 H 27.79025 17.72779 -6.39872
206 H 28.16571 19.43414 -6.52043
207 H 24.81925 15.03984 -9.16732
208 H 24.76990 16.17491 -10.50158
209 H 23.35299 15.95171 -9.55493
210 H 27.67625 16.09973 -9.49719
211 C 27.33707 17.23244 -15.23126
212 C 28.59756 17.68076 -14.42673
213 O 28.19604 18.35634 -13.20968
214 O 26.66288 16.10712 -14.61769
215 H 27.69282 16.97426 -16.22870
216 H 26.58887 18.02242 -15.29624
217 H 29.30635 18.28225 -14.99589
218 H 29.13002 16.79535 -14.07942
219 H 27.66329 17.73106 -12.71289
220 H 25.73717 16.13728 -14.87019
221 C 34.36639 11.27649 -10.35615
222 C 34.79777 12.74076 -10.69981
223 O 34.88115 12.87899 -12.12642
224 O 33.06404 10.98506 -10.81780
225 H 34.35815 11.11046 -9.27890
226 H 35.02575 10.53899 -10.81377
227 H 35.81020 12.83007 -10.30597
228 H 33.96720 13.36417 -10.36875
229 H 34.09516 12.54168 -12.56235
230 H 32.85543 10.05258 -10.91028

Its structure (SMILES) is CC1(C)CCCC(C)(C)N1O.CC1(C)CCCC(C)(C)N1O.CC1(C)CCCC(C)(C)N1O.COCCNCCOC.COCCNCCOC.COCCNCCOC.COCCNCCOC.COCCNCCOC.OCCO.OCCO. The calculation puts the energy relative to the best compared isomer or geometry (same formula, charge and spin) at 10.4 kcal/mol. Its net charge is 0.

Atomic partial charges in e from the Mulliken method, atoms 1 to 8:
1 C -0.553
2 O -0.426
3 C -0.705
4 C 0.176
5 N -0.410
6 C -0.753
7 C -1.076
8 O 0.978